{
  "formula": "C32H80BN4O24",
  "method": "wB97M-V/def2-TZVPD",
  "symbols": ["C", "O", "H", "O", "H", "H", "H", "H", "H", "N", "H", "O", "C", "H", "H", "C", "C", "H", "H", "H", "H", "H", "H", "H", "H", "H", "C", "C", "O", "C", "H", "H", "O", "H", "O", "H", "H", "C", "H", "H", "H", "C", "O", "O", "H", "H", "H", "H", "O", "H", "H", "H", "C", "B", "N", "O", "H", "H", "H", "C", "H", "C", "O", "C", "H", "H", "C", "O", "O", "C", "N", "H", "H", "H", "H", "O", "C", "N", "H", "H", "O", "H", "H", "C", "H", "H", "H", "H", "C", "H", "H", "C", "H", "H", "O", "H", "H", "C", "H", "H", "H", "H", "H", "C", "H", "C", "C", "O", "H", "C", "H", "H", "O", "C", "O", "O", "H", "H", "C", "H", "O", "H", "C", "C", "C", "H", "H", "C", "H", "H", "H", "O", "H", "H", "H", "C", "O", "H", "O", "C", "H"],
  "coordinates": [[-5.2367, -0.0325, -2.6246], [0.8778, -0.6004, -5.5879], [-4.5711, -4.7745, 2.4259], [-1.5983, 0.6548, -5.6959], [-1.2397, 1.3099, 3.4998], [-1.7504, 1.5839, -5.8836], [-3.8727, 2.5243, -1.9203], [2.7984, -4.9429, -1.1383], [-8.0281, -0.7234, -2.8947], [2.4119, -5.6365, -0.5141], [-1.6166, 6.0744, 3.1115], [-0.3510, -2.5154, 2.6001], [3.3766, -5.4806, 0.5661], [-8.3760, 0.5539, -3.9568], [-6.2051, 2.7778, -3.9472], [-3.3289, -2.6037, 4.8115], [0.3880, -2.6479, 0.2582], [1.9668, 6.8150, 3.4987], [-2.4175, -1.8346, 3.1915], [6.3729, 3.3141, -1.4256], [-2.4398, -2.7654, -1.2218], [4.8185, 5.7156, -0.0723], [-3.7711, 4.2607, -0.3967], [4.5071, 5.1433, 3.8063], [2.6966, 5.5596, -1.6445], [2.0038, -6.5500, 1.9131], [2.8213, 4.9886, -0.7244], [-0.8865, 6.0987, 3.9205], [-1.0690, -3.4552, 5.1683], [-2.7617, 3.9764, -2.2528], [1.6326, -5.2133, -0.0306], [-1.7027, 3.7953, -2.4369], [-2.1436, -6.5605, 1.2909], [-1.8587, -1.5700, 5.7409], [-4.8520, -6.6580, 1.6440], [2.6711, -6.9265, 4.2338], [-2.8325, -4.7854, 0.6970], [2.7481, -5.7549, 1.9582], [2.3126, 4.0349, -0.8646], [1.0380, 5.2133, 4.5904], [-2.0137, -4.7656, 2.2484], [4.3934, 3.8104, 0.7939], [0.4677, 2.5447, -1.7109], [7.1415, 2.7391, -1.4423], [8.5723, 0.6732, -1.7075], [-4.8316, -3.1770, -0.9374], [-2.7108, -0.6700, -1.5845], [-3.7541, -0.3562, -0.1897], [-0.2364, 3.1970, 3.6940], [-3.9455, -6.2346, 3.3019], [5.3988, 3.3968, 0.8721], [4.5284, -3.7844, -0.4184], [-2.1294, -2.6255, 5.7145], [0.9519, -0.4264, 0.0482], [-6.0938, 1.7857, -4.1005], [-1.3445, -3.2209, -2.9620], [-3.8595, -1.7093, 5.1379], [2.2728, -4.9034, 2.4451], [1.6571, 6.0909, 2.1880], [-2.3717, -3.4827, -2.0396], [4.5032, 3.4951, -1.8074], [3.6355, -6.4275, 4.1386], [-3.6036, 3.0667, -2.6652], [7.0548, 1.9658, -2.6363], [2.1753, 5.4183, 0.0412], [-5.2031, 1.5426, -4.5100], [8.3208, 1.0168, -2.7109], [2.3555, 0.0278, -0.1550], [9.3746, 1.7706, -3.2857], [4.2631, 4.8306, -0.3826], [4.9411, 4.3706, -1.5587], [3.8532, 2.8751, 0.6472], [4.4124, -7.1089, 4.4851], [4.1745, -6.1895, 0.3447], [10.0885, 1.1402, -3.4068], [3.4092, 1.6452, -1.5176], [-0.1041, -0.6477, -4.4999], [1.1659, 6.5018, 2.9691], [-1.3395, 2.9196, -0.5594], [-4.1686, -2.8818, -3.3002], [-4.3472, 0.7813, -1.7937], [-6.7903, 1.1701, -2.1317], [-2.1787, 5.1243, -0.5214], [-2.7142, -5.3306, 1.6334], [-0.9606, 2.2443, 2.0468], [-5.2720, -7.1662, 2.3418], [0.3317, -0.8157, -3.5150], [6.8941, 2.6790, -3.4448], [-6.4359, 0.7420, -3.0694], [-0.7554, -1.4675, -4.8031], [-2.3832, -2.9937, 6.7085], [-3.3423, 0.0759, -1.1018], [-0.6998, 7.1037, 4.2989], [1.4693, 3.7473, 2.6415], [0.0949, 0.6818, -0.3926], [-2.6907, -7.1490, 0.7657], [-4.7474, -0.5219, -3.4667], [0.8316, 1.6162, -0.9744], [-2.1137, -4.4653, -1.6445], [0.1759, 4.3929, 1.8730], [4.6373, -3.8282, 1.3185], [3.7582, -5.4678, 4.6406], [4.3634, 6.2759, 2.6078], [-0.5261, 1.9714, 3.0085], [-3.0831, 4.9360, -2.6577], [0.0996, -1.9531, 1.5812], [-0.9914, 0.5565, -4.4050], [-4.8941, -3.8551, -1.6140], [-1.7751, 0.4674, -3.6527], [0.5067, 5.4623, 3.6718], [-0.5297, -3.6138, -2.6407], [0.4395, 1.4688, 3.0639], [0.6226, -0.7481, 1.4294], [-7.5610, -0.1080, -3.6637], [3.8307, -6.3725, 2.7147], [0.1717, -3.8332, 0.0945], [-1.3078, 5.4117, 4.6544], [6.0796, 1.4793, -2.6540], [3.9677, -4.0320, 0.4829], [3.2377, -3.2242, 0.5359], [3.8140, 4.3191, 2.0260], [-3.7764, -4.4611, -3.3118], [-2.7520, 4.2348, -0.7827], [2.3749, 1.1373, -0.8814], [-3.8493, -3.6461, -2.5917], [5.7507, 5.0451, 2.5030], [-2.6376, 0.8295, -0.7502], [4.7068, 5.2499, 2.7401], [-3.9670, -3.4601, 5.0296], [-0.4139, 1.4526, -4.1777], [8.1426, 0.2185, -3.4314], [-2.9760, -2.5709, 3.4516], [0.3741, -0.3988, -6.3799], [-0.9086, -3.3014, 4.2344], [4.8217, 5.0071, -2.3337], [0.4893, 4.1550, 2.8895], [0.6814, -1.7016, -0.6487], [-7.4916, -0.7528, -4.5397], [-2.1511, 3.1575, -0.1053], [-4.0347, -5.7200, 2.3452], [-5.5429, -0.8118, -1.9267]],
  "atomic_forces_ev_per_a": [[0.7, -0.4, 1.3], [-0.2, 0.5, 1.7], [-0.4, 0.1, 0.5], [-0.2, 0.4, -0.1], [0.1, 0.6, 0.7], [-0.1, 0.0, -0.1], [-0.3, -0.9, -0.3], [-0.9, 0.0, -0.9], [0.1, -0.3, 0.2], [0.0, 0.1, 0.9], [0.6, 0.2, -0.5], [1.3, 2.6, -3.2], [0.8, 1.1, 0.3], [0.1, 0.4, 0.1], [0.2, -0.4, 0.6], [-0.3, 0.1, 0.6], [-1.9, -1.5, -0.8], [0.0, 0.5, 0.4], [0.1, 0.1, 0.5], [-0.2, 0.7, 0.0], [0.4, 0.3, 0.2], [-0.5, 0.4, 0.2], [-0.1, 0.4, 0.1], [0.3, -0.7, 0.1], [-0.1, 0.1, 0.1], [-0.5, 0.1, -0.5], [-1.7, 0.6, 0.3], [0.0, -2.0, 1.1], [-0.7, 0.2, 1.7], [2.0, 4.0, 1.2], [-0.9, 0.1, -1.1], [0.3, -0.1, -0.9], [2.3, -0.9, 0.0], [0.8, 0.2, 0.5], [0.2, 0.1, -0.8], [-0.2, 0.3, 0.9], [-0.7, 0.5, 0.1], [1.6, -1.8, -0.2], [0.5, -0.3, -0.4], [-0.4, 0.3, 0.5], [-0.2, -0.2, 0.3], [-0.5, -0.2, -0.1], [0.3, -2.1, 2.7], [0.9, -0.9, 0.2], [-0.2, -0.1, 0.0], [0.1, 0.2, 0.0], [-0.5, -0.1, -0.8], [-0.2, -0.4, 0.1], [0.4, 0.4, -1.5], [1.1, 0.9, 0.4], [0.5, 0.7, 0.5], [0.1, -0.6, -0.2], [1.4, -0.7, -1.5], [0.1, -0.9, 0.0], [0.0, -1.3, 0.3], [-0.7, 0.9, -0.8], [-0.6, 0.2, -0.3], [0.4, 0.4, 0.1], [0.1, 0.2, -0.8], [-1.2, -1.3, 0.7], [-0.2, -0.3, -0.5], [0.1, -0.9, -1.7], [-2.0, -2.4, -1.1], [0.2, 0.0, 0.8], [0.2, 0.6, 0.3], [0.1, 0.6, 0.0], [-1.8, 1.6, -1.1], [-0.1, 0.8, -0.5], [0.5, 0.2, 0.2], [0.2, -0.8, 1.2], [0.7, -1.0, -0.2], [-0.5, 0.3, -0.6], [0.0, 0.1, 0.2], [0.2, 0.0, 0.7], [0.3, 0.2, -0.1], [-5.8, -2.6, 3.8], [-0.2, -0.6, -1.2], [2.3, 0.2, -1.3], [0.3, -0.1, -0.4], [0.3, 0.9, 0.4], [-0.4, -0.8, -1.4], [-0.4, 0.5, -0.2], [-0.3, 0.5, -0.3], [-1.2, -2.1, -0.3], [0.6, -0.3, -0.5], [-0.1, -0.1, -0.4], [0.5, -0.4, -0.4], [1.1, -0.2, -0.7], [-0.1, 1.3, -1.3], [-0.1, -0.3, 0.7], [0.2, 0.1, -0.1], [0.3, 0.6, 1.1], [-0.4, -0.2, 0.0], [0.9, -0.4, 0.5], [0.3, 1.1, -0.4], [-0.6, 0.5, 0.1], [0.5, 0.2, -0.1], [0.9, 1.0, -3.1], [-0.4, 0.0, 0.7], [-1.2, -0.8, -0.5], [0.2, -0.1, 0.1], [-0.4, 0.1, -0.1], [0.5, 0.2, -0.9], [-0.6, 0.2, 0.0], [0.5, 0.4, -0.6], [0.6, -1.9, 2.3], [0.2, 0.4, -0.8], [1.3, -0.4, -0.7], [0.1, -0.3, 0.3], [-0.7, 0.0, 0.1], [0.0, -0.1, 0.2], [0.3, -0.4, -0.8], [-0.6, 0.8, 2.0], [-1.4, -0.2, 0.8], [0.1, 1.4, 0.4], [0.6, 2.0, -0.3], [-0.6, 0.4, 0.6], [0.2, -1.1, 0.3], [0.4, -0.1, 0.9], [-0.6, -0.2, 0.1], [1.5, 0.7, 0.1], [-0.5, -0.8, 0.6], [-0.2, -0.2, 0.7], [3.8, 1.6, -2.8], [0.8, 0.2, -1.1], [-0.1, 0.3, 0.0], [0.0, 0.1, 0.0], [-1.6, -0.7, 0.0], [0.0, -0.1, -0.7], [0.1, 0.2, 0.0], [-0.5, -0.5, 0.5], [-0.8, -0.5, -0.4], [-0.2, 0.1, -0.1], [-0.4, 0.4, -0.1], [0.0, 0.1, 0.0], [-1.1, 1.1, 1.4], [0.4, -0.6, 0.3], [1.2, 0.1, 0.0], [0.3, -1.1, 1.2], [-0.3, 1.3, 0.1], [-0.4, -0.4, -0.2]],
  "lowdin_charge": [-0.161, -0.069, 0.100, -0.068, 0.120, 0.086, 0.062, 0.057, 0.069, 0.043, 0.089, 0.104, -0.405, 0.070, 0.066, -0.262, -0.343, 0.091, 0.067, -0.013, 0.085, 0.143, 0.132, 0.077, 0.091, 0.125, -0.052, -0.022, -0.072, -0.342, 0.021, 0.113, -0.076, 0.100, -0.074, 0.085, 0.099, -0.158, 0.057, 0.152, 0.105, -0.157, 0.099, -0.113, 0.114, 0.064, 0.077, 0.093, 0.074, 0.121, 0.127, 0.074, -0.222, -0.896, 0.050, -0.052, 0.110, 0.120, 0.053, -0.247, 0.062, -0.095, -0.014, -0.225, 0.057, 0.061, -0.214, 0.229, -0.081, -0.404, 0.045, 0.104, 0.082, 0.130, 0.076, 0.043, -0.214, 0.066, 0.033, 0.093, -0.215, 0.139, 0.118, -0.222, 0.105, 0.079, 0.112, 0.110, -0.398, 0.109, 0.123, -0.098, 0.091, 0.160, 0.216, 0.082, 0.129, -0.316, 0.116, 0.165, 0.073, 0.082, 0.072, 0.048, 0.129, -0.288, -0.235, -0.061, 0.108, -0.425, 0.088, 0.139, 0.225, -0.077, -0.224, 0.140, 0.076, 0.095, -0.055, 0.057, -0.228, 0.115, -0.233, -0.236, -0.206, 0.098, 0.065, -0.063, 0.122, 0.114, 0.109, -0.068, 0.066, 0.019, 0.106, -0.074, 0.227, 0.078, -0.091, -0.225, 0.120],
  "gap_ev": [8.0, 1.8],
  "homo_ev": [-8.78, -8.78],
  "s2": 0.75,
  "fmax_ev_per_a": 7.37,
  "lumo_energy_ha": [-0.030, -0.256],
  "multiplicity": 2
}